[1]
Density functional theory data (ωB97M-V/def2-TZVPD) for one molecule with the formula C21H29N5OS at a distorted geometry.

Results
SMILES: CCOCCCNC(=S)NCCCNc1nc2c(C)cc(C)cc2cc1C#N
LUMO (hartree): 0.0039
DFT total energy (a.u.): -1564.87116
Relative energy (zero: lowest compared OMol25 entry of this formula, charge and spin) (kJ/mol): 0.0

Atoms and positions in Å:
H1 -3.447 1.260 -2.183
C1 -5.474 0.035 0.067
N1 -1.492 0.703 3.221
H2 -2.678 1.183 0.895
C2 2.679 -0.655 0.271
C3 -0.527 0.464 2.641
H3 4.550 -2.596 -1.827
H4 -1.585 -3.664 -1.389
H5 1.694 1.921 2.269
H6 7.019 1.334 -0.077
H7 -2.566 -2.625 -0.352
O1 -4.341 0.164 -0.772
H8 3.347 -3.143 -0.637
N2 -1.481 -0.354 -0.851
H9 -2.456 -0.301 -0.574
C4 2.762 0.598 0.937
H10 -3.480 3.410 -1.050
H11 -1.238 -1.638 1.793
C5 6.111 1.883 -0.322
H12 -0.988 -3.955 1.004
C6 -5.522 -1.394 0.583
H13 -6.415 -1.541 1.183
C7 -4.190 1.421 -1.397
H14 0.386 -3.352 0.040
C8 -1.555 -2.795 -0.731
S1 0.584 0.919 -1.923
H15 6.074 2.785 0.284
H16 5.608 -0.502 -1.414
C9 0.620 -1.127 1.175
C10 -0.603 -3.106 0.430
H17 -0.754 2.755 -0.685
H18 -0.033 -1.569 -1.671
H19 -6.382 0.266 -0.510
H20 -4.500 2.791 0.252
C11 4.904 1.028 -0.088
C12 -2.469 2.107 0.352
C13 1.682 0.968 1.755
H21 -2.250 2.877 1.096
C14 -1.117 -1.573 -1.537
C15 3.731 -1.048 -0.594
N3 1.629 -1.480 0.419
H22 3.931 2.372 1.255
H23 -5.535 -2.090 -0.252
C16 0.602 0.125 1.884
H24 -4.649 -1.600 1.198
C17 3.618 -2.346 -1.327
H25 -5.414 0.736 0.910
C18 3.889 1.421 0.742
N4 -0.418 -1.990 1.323
C19 4.804 -0.212 -0.751
N5 -1.290 1.931 -0.460
C20 -3.708 2.528 -0.451
H26 -1.587 -1.598 -2.529
H27 -5.136 1.722 -1.868
H28 2.827 -2.271 -2.071
C21 -0.819 0.803 -1.043
H29 6.168 2.171 -1.371

[2]
Density functional theory data (ωB97M-V/def2-TZVPD) for C21H29N6Se3SnTe2 as an isolated structure at a distorted geometry.

Results
Total charge: +3
LUMO (hartree): -0.3177
DFT total energy (a.u.): -9099.91718
Relative energy (zero: lowest compared OMol25 entry of this formula, charge and spin) (kJ/mol): 0.0

Atoms and positions in Å:
C1 0.663 -0.093 6.700
C2 -4.621 2.168 -3.535
C3 -3.522 2.605 -2.809
H1 -0.037 -1.505 5.211
Te1 -2.077 3.422 -0.213
H2 -4.087 7.413 2.377
H3 1.009 -3.178 2.749
C4 -3.635 7.390 -0.980
H4 -6.795 1.639 -0.993
H5 -2.621 2.911 -3.325
H6 1.543 -0.674 6.976
C5 -5.788 1.809 -2.877
Se1 0.030 4.840 -1.017
C6 -3.236 5.792 1.266
C7 -2.880 5.347 0.000
Sn1 -0.139 -0.511 1.137
H7 -3.074 5.178 2.142
H8 0.669 -6.123 -3.115
C8 -4.783 2.322 -0.751
H9 -0.605 -1.381 7.810
H10 -2.277 0.174 -0.615
N1 -0.382 -0.382 7.758
H11 -4.462 8.817 0.385
H12 -6.646 1.482 -3.447
H13 -0.144 -3.880 -3.685
N2 1.189 -0.094 4.282
H14 -2.774 5.790 -2.113
H15 1.362 -6.677 -0.805
H16 0.904 0.966 6.786
H17 1.385 0.902 4.304
C9 0.360 -3.419 -0.398
C10 0.595 -5.377 -2.336
N3 -3.230 -1.343 0.247
C11 -4.008 7.842 0.279
C12 -0.001 -3.105 -1.710
Se2 1.439 0.002 -0.873
Te2 1.874 3.523 -1.814
H18 2.057 -0.581 4.482
N4 1.168 -4.664 1.247
H19 -0.317 -2.115 -2.007
H20 -4.868 2.426 0.323
H21 -3.786 8.015 -1.849
C13 -5.872 1.890 -1.495
C14 -3.804 7.052 1.399
C15 0.122 -4.094 -2.660
H22 1.575 -5.416 1.782
C16 0.861 -4.687 -0.105
H23 -1.823 -1.264 -1.155
C17 0.856 -3.458 1.720
H24 -3.071 -2.340 0.356
H25 -3.386 -0.942 1.167
C18 0.188 -0.437 5.281
C19 -3.066 6.136 -1.130
H26 -1.256 0.120 7.577
C20 -3.615 2.670 -1.422
N5 0.351 -2.667 0.789
H27 -0.055 -0.098 8.688
Se3 2.523 1.888 0.007
C21 0.984 -5.696 -1.055
N6 -2.017 -0.760 -0.291
H28 -0.737 0.100 5.053
H29 -4.568 2.124 -4.614

[3]
Density functional theory data (ωB97M-V/def2-TZVPD) for one molecule with the formula C21H29NO3.

Results
SMILES: COCc1ccc(CN2CCC[C@@](CO)(Cc3ccccc3C)C2)o1
LUMO (hartree): 0.0267
DFT total energy (a.u.): -1098.05046
Relative energy (zero: lowest compared OMol25 entry of this formula, charge and spin) (kJ/mol): 189.2

Atoms and positions in Å:
C1 -0.512 -0.214 0.010
C2 -2.598 -2.872 3.779
H1 -4.312 -4.056 2.289
C3 0.635 -1.732 -2.138
C4 1.288 -0.501 -1.521
H2 -3.499 -3.241 4.249
C5 1.699 0.589 0.600
H3 2.317 4.765 -3.044
H4 0.476 4.976 -0.645
C6 -0.881 -1.679 -1.965
H5 0.634 -1.662 2.138
H6 4.914 6.935 -1.889
N1 0.919 -0.408 -0.121
C7 -2.786 -1.089 -0.432
H7 -2.952 -0.116 -0.920
C8 1.571 1.983 0.068
H8 3.842 6.611 -3.278
O1 -3.634 -2.057 -1.001
C9 -2.422 -3.068 2.413
C10 -0.290 -1.975 2.602
H9 -3.092 -1.000 0.612
O2 2.461 2.405 -0.857
H10 -0.847 0.674 -0.557
C11 -3.455 -3.845 1.653
H11 5.212 5.522 -2.937
H12 0.068 -2.942 0.209
H13 3.663 3.648 -2.671
H14 2.375 -0.582 -1.588
H15 -1.815 -2.083 5.607
H16 -3.037 -4.797 1.325
C12 -1.649 -2.226 4.549
H17 -1.580 -3.523 -0.086
C13 0.636 2.955 0.286
C14 -1.260 -2.578 1.808
H18 -3.430 -2.132 -1.939
C15 -0.477 -1.789 3.958
H19 0.882 -1.781 -3.200
H20 -0.189 2.908 0.967
H21 -3.801 -3.311 0.773
O3 3.635 5.419 -1.597
C16 -0.990 -2.708 0.333
H22 0.976 0.397 -2.084
C17 -1.285 -1.438 -0.500
H23 2.749 0.288 0.546
H24 0.290 -1.312 4.552
C18 4.440 6.154 -2.479
H25 1.036 -2.626 -1.660
C19 2.947 4.362 -2.234
H26 -1.272 -0.858 -2.575
H27 -0.751 -0.045 1.062
H28 1.378 0.575 1.645
C20 2.103 3.652 -1.232
H29 -1.314 -2.614 -2.329
C21 0.983 4.038 -0.556

[4]
Density functional theory data (ωB97M-V/def2-TZVPD) for C21H30F3N3O6PPdS2 as an isolated structure at a distorted geometry.

Results
2S+1: 2
LUMO (alpha / beta) (hartree): -0.0449 / -0.0306
DFT total energy (a.u.): -2999.28115
Relative energy (zero: lowest compared OMol25 entry of this formula, charge and spin) (kJ/mol): 41.7

Atoms and positions in Å:
H1 2.573 2.279 -1.895
H2 1.487 3.759 -3.330
O1 0.565 1.744 0.991
H3 -1.408 3.138 0.063
H4 -7.153 -1.456 -2.272
C1 0.532 3.432 -2.922
C2 -5.024 0.188 -0.248
H5 -1.905 2.743 3.099
F1 0.944 -6.363 -1.051
P1 0.704 0.146 1.146
H6 4.331 -1.692 2.599
C3 3.597 0.948 2.236
O2 1.617 -0.235 0.011
O3 1.382 -0.064 2.575
C4 -1.357 1.979 2.543
C5 0.734 3.337 2.767
C6 0.614 2.068 -2.290
Pd1 -1.009 -0.474 -1.205
H7 2.268 -0.920 4.810
N1 -3.890 0.058 -0.970
H8 4.649 0.842 2.507
H9 -2.029 1.475 1.852
N2 1.800 1.637 -1.880
O4 -0.429 1.399 -2.202
H10 2.007 -0.922 -3.174
H11 2.228 -5.198 -2.944
H12 3.917 -0.276 4.698
H13 0.212 4.109 3.334
H14 -1.373 4.421 1.291
C7 2.304 -3.064 -3.164
H15 0.214 4.140 -2.155
H16 -0.224 3.419 -3.703
F2 -1.001 -5.479 -0.712
H17 2.695 -2.346 2.792
C8 1.631 -1.892 -2.872
H18 -7.098 -0.205 -0.093
H19 1.840 0.812 -1.249
C9 2.801 -0.195 2.854
C10 -3.869 -0.622 -2.148
C11 -0.778 3.658 0.786
O5 -0.641 -0.499 1.136
H20 -0.978 1.240 3.250
C12 -0.059 -3.026 -1.749
C13 2.886 -0.137 4.371
H21 -4.888 0.726 0.677
S1 -2.377 -0.739 -3.016
H22 1.137 2.604 3.467
C14 -0.008 -5.583 -1.600
C15 -6.233 -1.024 -1.903
H23 -5.032 -1.733 -3.537
H24 3.240 1.910 2.606
O6 -2.796 0.618 -0.497
H25 3.514 0.930 1.151
H26 3.236 -3.047 -3.710
C16 3.281 -1.545 2.339
N3 0.486 -1.889 -2.206
H27 2.532 0.829 4.736
C17 -5.064 -1.176 -2.611
C18 -0.220 2.660 1.792
C19 1.741 -4.255 -2.734
F3 -0.490 -6.264 -2.661
C20 -6.210 -0.331 -0.695
H28 3.171 -1.597 1.257
C21 0.554 -4.255 -2.019
H29 1.561 3.800 2.227
S2 -1.484 -2.699 -0.805
H30 0.041 4.152 0.258

[5]
Density functional theory data (ωB97M-V/def2-TZVPD) for C21H30IN4OReSi as an isolated structure.

Results
2S+1: 4
Total charge: +3
LUMO (alpha / beta) (hartree): -0.3626 / -0.4095
DFT total energy (a.u.): -1776.94659
Relative energy (zero: lowest compared OMol25 entry of this formula, charge and spin) (kJ/mol): 1.7

Atoms and positions in Å:
H1 0.294 -2.133 0.351
O1 -0.905 0.375 1.758
H2 -2.419 -0.576 5.996
H3 -3.650 -0.709 3.816
H4 0.415 -2.154 4.075
H5 1.534 2.164 -2.339
C1 3.442 0.536 -0.501
H6 -1.511 1.866 6.045
H7 -0.485 -2.269 2.534
C2 1.905 0.450 3.022
H8 3.629 -0.107 0.346
C3 -2.971 -1.495 3.491
H9 -1.872 0.978 -0.565
C4 4.359 1.028 -1.416
H10 4.026 0.367 2.648
C5 -3.163 2.167 3.074
C6 -1.007 -1.547 -1.158
H11 0.473 1.085 6.005
H12 -0.918 1.732 -1.616
C7 -2.191 1.723 3.985
N1 2.315 1.685 -1.920
H13 -3.227 3.464 6.713
N2 -0.997 0.866 -1.084
C8 2.562 0.959 5.638
H14 -0.997 -2.453 -1.763
C9 3.238 0.506 3.376
H15 -2.092 -0.277 -2.534
C10 -3.204 3.099 5.695
H16 -1.885 -2.252 6.071
H17 1.059 -1.623 -0.985
H18 1.771 0.258 1.927
C11 -0.560 -2.326 3.622
C12 -4.131 3.072 3.467
N3 0.265 -1.416 -0.374
C13 0.858 0.649 3.928
H19 -3.422 -2.453 3.791
C14 -4.151 3.537 4.777
H20 -0.854 -3.357 3.864
H21 -4.874 3.416 2.760
H22 -4.913 4.241 5.085
C15 3.567 0.752 4.706
H23 -0.675 -0.993 6.066
C16 -1.648 -1.262 5.652
H24 -0.340 -0.255 -2.749
H25 2.813 1.164 6.670
C17 -1.633 -1.427 4.166
H26 4.606 0.792 5.003
C18 3.592 1.766 -2.308
Si1 -0.908 0.587 3.394
C19 1.230 0.909 5.252
C20 -1.139 -0.309 -2.009
I1 6.392 0.732 -1.447
H27 -3.163 1.798 2.055
C21 -2.233 2.195 5.307
Re1 0.486 0.524 0.405
H28 -2.900 -1.502 2.403
N4 2.184 0.935 -0.796
H29 3.877 2.334 -3.181
H30 -1.825 -1.619 -0.441

[6]
Density functional theory data (ωB97M-V/def2-TZVPD) for one molecule with the formula C21H30N2O3.

Results
SMILES: COc1ccccc1CN1C[C@H](C(=O)N2CCCCCCC2)CCC1=O
LUMO (hartree): 0.0236
DFT total energy (a.u.): -1153.47130
Relative energy (zero: lowest compared OMol25 entry of this formula, charge and spin) (kJ/mol): 131.3

Atoms and positions in Å:
H1 -3.693 4.117 1.100
H2 -5.841 -0.980 -1.431
C1 3.658 -0.222 1.871
H3 -1.006 -2.436 -1.611
H4 3.330 1.522 -2.020
C2 5.106 -0.369 1.401
C3 -4.653 1.506 -0.823
C4 2.878 0.953 1.263
H5 -4.509 -0.727 -2.595
H6 1.451 -2.880 0.102
C5 -2.330 -0.316 1.550
O1 -2.174 -3.051 1.102
H7 -0.780 -0.136 -1.208
H8 3.654 -0.087 2.956
H9 1.138 -0.813 1.051
H10 -5.287 1.298 -1.670
C6 -3.115 0.786 0.894
C7 -3.933 0.488 -0.209
H11 5.425 2.603 -1.335
N1 2.717 0.882 -0.174
C8 3.494 1.812 -0.980
H12 -2.411 2.319 2.194
C9 -0.562 -2.779 -0.673
C10 -1.474 -2.309 0.441
H13 1.896 1.015 1.746
H14 3.138 -1.156 1.653
C11 -4.564 2.806 -0.350
H15 5.676 0.525 1.659
C12 -3.761 3.105 0.732
C13 5.240 -0.666 -0.100
H16 -0.555 -3.869 -0.681
C14 0.866 -2.232 -0.554
C15 -0.508 -0.176 -0.146
H17 5.541 -1.194 1.969
C16 -3.039 2.092 1.344
H18 -3.001 -1.102 1.912
C17 0.893 -0.795 -0.009
C18 5.716 0.523 -0.940
H19 3.086 2.821 -0.834
N2 -1.441 -0.968 0.613
C19 1.852 0.069 -0.824
H20 4.287 -1.028 -0.486
H21 6.779 0.687 -0.744
H22 -0.519 0.845 0.243
H23 3.398 1.885 1.488
C20 4.989 1.841 -0.684
H24 5.964 -1.471 -0.244
H25 -4.666 -2.282 -1.738
H26 5.165 2.167 0.342
H27 5.612 0.260 -1.994
H28 -5.130 3.585 -0.839
O2 1.788 0.041 -2.042
O3 -3.948 -0.813 -0.598
H29 1.328 -2.245 -1.543
H30 -1.760 0.086 2.396
C21 -4.793 -1.204 -1.651

[7]
Density functional theory data (ωB97M-V/def2-TZVPD) for one molecule with the formula C21H30N2O3S2 at a distorted geometry.

Results
LUMO (hartree): 0.0188
DFT total energy (a.u.): -1949.83070
Relative energy (zero: lowest compared OMol25 entry of this formula, charge and spin) (kJ/mol): 185.8

Atoms and positions in Å:
H1 -3.480 -0.347 3.446
C1 4.574 -2.148 2.929
H2 1.940 -1.239 -1.433
H3 6.426 -2.099 1.826
H4 0.797 0.381 0.325
H5 -4.252 -2.988 1.223
H6 -2.338 0.830 1.334
H7 -3.575 -2.110 3.321
C2 -0.038 -1.830 -0.785
H8 -1.099 5.228 -2.187
H9 -1.682 4.054 -4.415
H10 -3.709 -0.760 -2.382
C3 -0.865 4.483 -1.429
H11 -2.244 2.455 -4.954
H12 -0.204 -2.631 -1.509
C4 1.014 1.626 -1.291
C5 -2.441 1.325 -1.254
H13 2.820 -0.965 1.043
O1 -2.416 1.408 -2.602
H14 -0.540 2.710 -4.541
C6 -3.595 -0.859 -1.313
H15 5.155 -3.038 1.046
O2 1.073 1.759 -2.500
C7 -4.053 -1.981 -0.652
N1 0.940 0.434 -0.676
C8 -3.082 -1.222 2.935
O3 1.479 5.423 -0.635
C9 3.068 -2.327 2.726
H16 5.103 -1.272 1.014
H17 -2.018 -1.284 3.162
C10 0.925 -0.818 -1.401
H18 2.578 -0.227 2.640
H19 -1.102 4.865 -0.438
H20 2.014 2.859 0.168
H21 4.756 -1.218 3.472
C11 -1.565 2.981 -4.287
H22 -4.538 -2.770 -1.207
C12 -3.893 -2.102 0.719
H23 2.891 -3.229 2.135
C13 0.466 -2.471 0.501
S1 1.006 4.312 -1.464
C14 2.428 -1.128 2.045
H24 2.589 -2.469 3.697
C15 -1.835 2.598 -2.883
C16 5.359 -2.137 1.622
H25 0.239 2.821 0.350
C17 -2.823 0.033 0.792
C18 -1.537 3.204 -1.689
H26 1.448 -2.921 0.361
C19 -2.970 0.157 -0.588
H27 4.934 -2.970 3.551
H28 -0.995 -1.345 -0.594
S2 0.611 -1.303 1.908
C20 -3.278 -1.096 1.456
H29 -0.235 -3.238 0.827
H30 0.629 -0.586 -2.427
C21 1.063 2.815 -0.362
N2 -1.924 2.372 -0.675

[8]
Density functional theory data (ωB97M-V/def2-TZVPD) for one molecule with the formula C21H30N2O5.

Results
SMILES: COCCC(=O)N1CCC(Oc2ccc(C(=O)N3CCC[C@H]3CO)cc2)CC1
LUMO (hartree): 0.0191
DFT total energy (a.u.): -1303.93954
Relative energy (zero: lowest compared OMol25 entry of this formula, charge and spin) (kJ/mol): 146.2

Atoms and positions in Å:
C1 0.143 2.566 -2.053
N1 0.013 -4.410 0.581
H1 0.023 0.679 -3.061
H2 1.671 -5.179 -0.428
H3 -1.039 -5.956 -1.372
N2 -0.432 5.262 0.129
C2 -0.420 -6.679 -1.911
H4 -0.134 3.148 -2.919
H5 0.092 -7.258 2.187
C3 0.294 -7.705 0.109
H6 -0.953 7.081 -0.768
C4 0.908 1.090 0.166
H7 -1.275 6.977 2.252
H8 -1.642 -3.363 1.216
H9 2.478 -3.043 -1.283
H10 -1.717 3.633 0.480
C5 0.407 3.218 -0.851
H11 -0.922 4.293 1.926
C6 -0.822 -3.224 0.507
O1 0.687 -0.903 -1.237
H12 1.453 -6.422 1.414
C7 0.000 -1.990 0.850
H13 -3.087 5.359 2.068
C8 0.800 2.467 0.247
C9 0.416 -6.727 1.291
H14 -1.054 -7.516 -2.228
C10 0.358 4.709 -0.809
H15 1.221 0.541 1.041
O2 1.019 5.382 -1.591
H16 -0.731 -8.092 0.063
C11 1.469 -3.095 -0.874
H17 2.062 -4.100 0.936
C12 0.234 1.195 -2.138
C13 -2.501 5.567 1.175
O3 0.661 -7.136 -1.131
C14 1.373 -4.268 0.095
H18 0.424 8.376 1.117
H19 0.015 -6.206 -2.789
C15 0.676 7.461 0.572
O4 1.402 7.867 -0.546
H20 0.979 -8.543 0.277
C16 -1.381 4.551 0.964
H21 -2.340 7.751 1.069
H22 0.442 -2.116 1.840
C17 -0.622 6.714 0.213
H23 -0.655 -1.118 0.877
O5 -1.673 -5.586 1.484
H24 1.283 6.819 1.232
C18 -1.724 6.877 1.263
C19 1.110 -1.768 -0.195
H25 1.488 7.089 -1.133
C20 -0.508 -5.531 1.130
H26 2.002 -1.347 0.289
H27 0.782 -3.246 -1.707
C21 0.619 0.438 -1.029
H28 -3.165 5.577 0.311
H29 1.047 2.959 1.176
H30 -1.254 -3.118 -0.495

Which formula does entry 4 have?
C21H30F3N3O6PPdS2

Among the records above, which one has the lowest DFT total energy?
C21H29N6Se3SnTe2